ORCA calculation (the ωB97M-V functional and the def2-TZVPD basis) on 2 unconnected molecules or ions with the total composition CH3F3 at a distorted geometry.

Calculated values
* frontier orbital gap: 12.91 eV
* 2S+1: 1
* molar mass: 72.03 g/mol
* LUMO energy: 0.676 eV
* energy relative to the best compared isomer or geometry (same formula, charge and spin): 0.687 eV
* DFT total energy: -339.46299 a.u.

Element x y z (Å)
C -0.8092 0.3111 0.4203
H 1.6062 -0.2584 0.9001
H -0.3489 -0.0050 1.3577
H -1.6299 1.0127 0.5717
F 1.7241 -0.4203 -0.0168
F -1.2787 -0.7809 -0.2330
F 0.1354 0.9106 -0.3448